Density functional theory data (ωB97M-V with the def2-TZVPD basis set) for C17H18BrIrNOS2 as an isolated structure.

The LUMO energy (alpha / beta) comes out at -6.67 / -9.84 eV. As for the net charge: +2. As for the spin multiplicity: 6. For the HOMO-LUMO gap (alpha / beta), the calculation gives 7.4 / 6.0 eV.

Last column: Mulliken charge in e.
Atoms and positions in Å:
Ir 1.50602 -0.04458 -0.96705  1.105
Br -0.90630 -1.79113 -0.27866  -0.110
C 0.25786 -3.15309 0.26102  0.770
C -0.36557 -4.35204 0.63665  -0.662
C 0.38668 -5.41191 1.08659  -0.672
C 1.77476 -5.27602 1.17423  -0.650
C 2.41586 -4.08345 0.79980  0.884
C 3.81181 -3.99223 0.92407  -0.659
C 4.47042 -2.82292 0.57032  -0.953
C 3.74309 -1.75376 0.07441  -0.275
C 2.34586 -1.78895 -0.07933  -0.315
C 1.66517 -2.97018 0.30763  0.837
H -1.44225 -4.42898 0.57282  0.439
H -0.09125 -6.33716 1.37702  0.434
H 2.37391 -6.09998 1.54192  0.441
H 4.36550 -4.84264 1.30161  0.445
H 5.54428 -2.74824 0.67515  0.421
H 4.28497 -0.85988 -0.20840  0.322
C -1.82440 1.08368 -5.08662  -1.540
C -0.76038 -0.02718 -5.14030  2.021
C 0.27334 0.25233 -6.24316  -1.557
C -1.41405 -1.40606 -5.33043  -1.538
C -0.05885 -0.03368 -3.85361  -0.132
N 0.50004 -0.04055 -2.85038  -0.798
H -2.34798 1.09682 -6.04190  0.401
H -1.37123 2.06251 -4.93314  0.402
H -2.55548 0.89922 -4.29999  0.392
H -0.24828 0.26018 -7.19964  0.399
H 1.03969 -0.52134 -6.27889  0.403
H 0.75008 1.22250 -6.10741  0.398
H -1.93892 -1.40306 -6.28510  0.401
H -2.13978 -1.61538 -4.54478  0.386
H -0.66876 -2.20071 -5.35458  0.394
C 3.55247 4.45842 0.09304  -0.705
O 2.38715 3.66530 0.48765  -0.226
C 2.15402 2.52930 -0.03414  0.619
S 3.08828 1.75457 -1.25744  -0.314
S 0.76787 1.63113 0.48983  -0.194
H 3.63788 5.22207 0.85615  0.250
H 3.35021 4.89882 -0.87980  0.356
H 4.43494 3.82453 0.06775  0.381



Density functional theory data (ωB97M-V with the def2-TZVPD basis set) for one molecule with the formula C17H18ClN3O5S in a non-equilibrium geometry.

The LUMO energy comes out at -1.15 eV. As for the SMILES: CC[C@@H](C)NS(=O)(=O)c1ccc(NC(=O)c2ccc([N+](=O)[O-])cc2Cl)cc1. For the HOMO-LUMO gap, the calculation gives 8.5 eV.

Last column: Mulliken charge in e.
Atoms and positions in Å:
C 1.06793 4.33591 -1.68837  -1.542
C 1.01296 3.05942 -0.85872  -0.027
H 1.29207 3.28201 0.17250  0.240
H -0.01071 2.67802 -0.85602  0.187
C 1.93011 1.95931 -1.40042  -0.153
N 1.60242 0.70013 -0.73503  -0.134
S 2.08640 -0.69509 -1.51770  1.358
O 3.25393 -1.26832 -0.90862  -0.678
O 2.09315 -0.44795 -2.92741  -0.674
C 0.68626 -1.73937 -1.10857  -0.037
C 0.87520 -2.95787 -0.48749  -0.431
C -0.22167 -3.67207 -0.03525  -0.514
C -1.49772 -3.14252 -0.19690  -0.588
C -1.68052 -1.96205 -0.91510  -0.137
C -0.58191 -1.25638 -1.36646  -0.593
H -0.68878 -0.32418 -1.89611  0.408
H -2.68023 -1.59325 -1.08391  0.728
N -2.60593 -3.71588 0.47122  -0.056
C -3.22754 -3.08680 1.50684  -0.089
O -4.16733 -3.54803 2.10203  -0.608
C -2.54643 -1.77644 1.83124  -0.082
C -1.27402 -1.80831 2.39476  -0.129
C -0.53147 -0.65244 2.51884  -0.530
C -1.08798 0.54854 2.09716  0.122
C -2.38986 0.62118 1.62375  -0.561
C -3.11764 -0.55123 1.49121  0.425
Cl -4.70408 -0.50409 0.82819  -0.179
H -2.80457 1.57374 1.33185  0.583
N -0.27970 1.74324 2.11229  1.064
O 0.92065 1.59396 2.20824  -0.630
O -0.83917 2.80839 2.00381  -0.596
H 0.47124 -0.66682 2.91569  0.475
H -0.85715 -2.75292 2.70720  0.493
H -2.88790 -4.66535 0.26746  0.291
H -0.09066 -4.61019 0.48287  0.495
H 1.88286 -3.30943 -0.33305  0.491
H 1.91809 0.69431 0.22666  0.328
C 3.41162 2.28495 -1.24018  -1.446
H 4.00319 1.43476 -1.57379  0.416
H 3.64054 2.48398 -0.19436  0.301
H 3.68382 3.15278 -1.83363  0.426
H 1.70859 1.78282 -2.45740  0.456
H 2.05199 4.79290 -1.63715  0.347
H 0.83818 4.12454 -2.73017  0.342
H 0.34179 5.05209 -1.31200  0.435



Density functional theory data (ωB97M-V with the def2-TZVPD basis set) for C17H18F2MnN3O4 as an isolated structure.

The LUMO energy (alpha / beta) comes out at 2.91 / 2.88 eV. As for the net charge: -1. As for the spin multiplicity: 6. For the HOMO-LUMO gap (alpha / beta), the calculation gives 4.9 / 8.2 eV.

Last column: Mulliken charge in e.
Atoms and positions in Å:
Mn 0.18895 0.33153 -0.89351  0.005
N -1.62034 1.97817 -1.15453  -0.465
C -0.96602 3.17185 -0.59571  -0.598
C 0.47447 3.23891 -1.09107  0.521
O 0.92986 4.30267 -1.50988  -0.758
N 1.11079 2.05851 -1.02798  0.173
C 2.29497 1.88186 -1.86846  -0.609
C 1.98365 0.84221 -2.95337  0.467
O 2.66311 0.74666 -3.95418  -0.734
O 0.94002 0.09305 -2.67472  -0.818
H -1.77076 2.07261 -2.15253  0.230
H -2.51429 1.80138 -0.71501  0.227
H -0.96197 3.06749 0.49153  0.228
H -1.44639 4.11221 -0.86158  0.375
H 3.12749 1.48086 -1.28260  0.185
H 2.61352 2.81619 -2.32132  0.441
F 0.93939 1.61863 4.31127  -0.380
C 0.25165 0.89823 3.38267  0.396
C 0.52945 1.06673 2.04079  0.054
C -0.14919 0.31265 1.09572  -0.257
C -1.15400 -0.61468 1.48749  0.787
C -1.38814 -0.71990 2.86141  0.765
F -2.33622 -1.58488 3.32156  -0.380
C -0.70929 0.00679 3.81696  -0.997
C -1.80107 -1.36342 0.43565  -0.305
C -2.85014 -2.29456 0.54843  -0.920
C -3.37795 -2.90503 -0.56101  -0.391
C -2.84004 -2.59566 -1.85526  -0.753
C -1.82693 -1.68741 -1.92608  -0.537
N -1.30949 -1.05591 -0.84629  0.334
H 1.27758 1.79569 1.74452  0.499
H -0.93056 -0.12318 4.86746  0.480
H -3.24218 -2.52282 1.52809  0.478
H -4.18858 -3.61561 -0.45928  0.401
H -3.21641 -3.05984 -2.75602  0.403
H -1.37272 -1.42598 -2.87682  0.396
C 3.33628 -0.96968 0.56037  -0.906
C 2.23251 -1.99403 0.68965  -0.208
O 1.35947 -1.81925 -0.42627  -0.518
H 4.11313 -1.14498 1.30678  0.466
H 2.93701 0.03627 0.70306  -0.012
H 3.78264 -1.03072 -0.43459  0.275
H 1.67949 -1.84221 1.62196  0.214
H 2.64301 -3.00792 0.68764  0.441
H 0.56425 -2.35345 -0.30492  0.305



Density functional theory data (ωB97M-V with the def2-TZVPD basis set) for one molecule with the formula C17H18F2N2O4 in a non-equilibrium geometry.

The LUMO energy comes out at 0.71 eV. As for the SMILES: COC[C@H]1CCN(C(=O)c2cc(COc3ccc(F)cc3F)on2)C1. For the HOMO-LUMO gap, the calculation gives 9.7 eV.

Last column: Mulliken charge in e.
Atoms and positions in Å:
C 0.36568 -2.11821 1.67944  -0.545
H 0.32690 -1.14779 2.18740  0.305
O -0.40122 -2.09621 0.49995  -0.281
C -1.77689 -1.90509 0.74532  -0.961
C -2.46655 -1.62868 -0.59117  0.208
C -3.98227 -1.42306 -0.43407  -0.794
C -4.18096 0.10409 -0.38142  -0.838
N -2.84339 0.66392 -0.44044  0.030
C -2.46091 1.62007 0.42642  0.383
O -3.23786 2.26228 1.10344  -0.660
C -0.98881 1.88150 0.46064  0.512
N -0.21020 1.31002 1.34186  -0.440
O 1.04121 1.77400 1.13947  -0.012
C 1.03300 2.64868 0.12146  0.677
C -0.24025 2.76128 -0.36181  -0.706
H -0.59737 3.37094 -1.16346  0.454
C 2.34022 3.19175 -0.35356  -0.809
O 2.95380 2.26399 -1.24359  -0.513
C 3.19893 0.99897 -0.78312  0.227
C 3.72677 0.67953 0.46965  0.719
C 3.96173 -0.62875 0.84780  -0.396
C 3.67908 -1.63740 -0.05282  0.207
C 3.17384 -1.36573 -1.31111  -0.578
C 2.93309 -0.05213 -1.65990  -0.477
H 2.53426 0.19450 -2.63076  0.483
H 2.96176 -2.17252 -1.99294  0.442
F 3.90925 -2.91347 0.30873  -0.383
H 4.36354 -0.84446 1.82424  0.485
F 4.04251 1.64740 1.35441  -0.380
H 2.98544 3.42861 0.49794  0.298
H 2.17961 4.08770 -0.95520  0.391
C -1.98777 -0.27494 -1.12725  -0.975
H -2.16233 -0.19673 -2.20598  0.352
H -0.93300 -0.11056 -0.91817  0.400
H -4.66315 0.45031 0.53393  0.395
H -4.76502 0.45826 -1.23618  0.338
H -4.51530 -1.84804 -1.28304  0.288
H -4.35000 -1.90256 0.47120  0.351
H -2.22186 -2.43972 -1.27736  0.593
H -2.20406 -2.80333 1.21908  0.494
H -1.92289 -1.05290 1.42626  0.352
H 0.01396 -2.89795 2.36535  0.332
H 1.38746 -2.33756 1.37935  0.031



Density functional theory data (ωB97M-V with the def2-TZVPD basis set) for one molecule with the formula C17H18FN3O2S.

The LUMO energy comes out at 0.67 eV. As for the SMILES: O=C(NCC(=O)N1CCN(c2ccccc2F)CC1)c1cccs1. For the HOMO-LUMO gap, the calculation gives 8.6 eV.

Last column: Mulliken charge in e.
Atoms and positions in Å:
O 1.82386 -2.18611 -1.56629  -0.690
C 0.87347 -2.65581 -0.96280  0.594
N -0.38791 -2.18052 -1.10847  -0.115
H -1.11157 -2.42010 -0.44051  0.326
C -0.62934 -0.95738 -1.82732  -1.117
C -1.58741 -0.09094 -1.01162  1.082
O -2.11977 -0.53504 -0.01146  -0.729
N -1.83999 1.14801 -1.47911  0.198
C -1.16296 1.79592 -2.57555  -1.227
H -1.90685 2.37675 -3.13008  0.376
C -0.06050 2.71997 -2.01666  -0.713
N -0.49990 3.30933 -0.76725  0.165
C 0.34474 3.32410 0.32339  0.348
C -0.06365 3.23076 1.66034  0.673
C 0.82228 3.28386 2.71678  -0.613
C 2.17749 3.42212 2.48176  -0.404
C 2.61946 3.51990 1.17401  -0.822
C 1.72491 3.48046 0.12414  -0.313
H 2.09742 3.59459 -0.88144  0.417
H 3.67188 3.63834 0.96521  0.380
H 2.87204 3.45490 3.30556  0.377
H 0.42891 3.19935 3.71779  0.429
F -1.37654 3.07078 1.98500  -0.337
C -1.93265 3.44596 -0.68003  -1.155
H -2.21140 4.01808 0.20108  0.494
C -2.61683 2.06761 -0.66227  -0.656
H -3.64000 2.14189 -1.04686  0.295
H -2.65399 1.65733 0.34883  0.485
H -2.25870 4.01771 -1.55707  0.358
H 0.84077 2.13013 -1.83500  0.577
H 0.17347 3.49873 -2.75609  0.244
H -0.73032 1.06856 -3.25877  0.444
H 0.33874 -0.46915 -1.97907  0.433
H -1.07763 -1.17560 -2.80601  0.209
C 1.01648 -3.81235 -0.06916  0.160
C 2.19236 -4.45272 0.21428  -0.446
C 2.03206 -5.53279 1.10183  -0.446
C 0.73781 -5.70394 1.48267  -0.369
S -0.31105 -4.55057 0.76911  -0.204
H 0.33088 -6.44283 2.14462  0.434
H 2.84032 -6.15476 1.44214  0.399
H 3.12914 -4.14184 -0.21097  0.458



ΔE to the lowest compared entry with this formula, charge and spin
In order: 0.0, 293.8, 115.4, 8.4, 108.8
Unit: kJ/mol